# 1
A single C5H12N2O molecule. Source: OMol25; level of theory: ωB97M-V with the def2-TZVPD basis set.

Geometry as XYZ:
```
20
Properties=species:S:1:pos:R:3
N -0.33211 -2.72550 1.71245
C -0.19062 -1.28644 1.36573
C 0.67559 -0.65254 0.44651
N 1.23439 -1.51001 -0.53621
C 0.93364 0.77440 0.33640
C 0.28724 1.40884 -0.88668
C -1.30581 1.64868 -0.76709
O -2.09947 1.45172 -1.85138
H -0.79263 -2.93631 2.58294
H 0.28329 -3.32880 1.32410
H -0.63172 -0.61280 2.08666
H 2.10592 -1.10675 -1.06334
H 0.92802 -2.45730 -0.67031
H 0.63922 1.23829 1.27718
H 2.04437 0.94188 0.33914
H 0.79859 2.50056 -1.10741
H 0.69695 0.77911 -1.83247
H -1.60701 0.90057 -0.00949
H -1.51966 2.63738 -0.32980
H -2.14819 2.33502 -2.41692
```

Computed properties:
HOMO-LUMO gap = 7.753 eV
M = 116.16 g mol⁻¹
SMILES string = N/C=C(\N)CCCO
2S+1 = 1
Energy above the lowest of the compared OMol25 structures with the same formula, charge and spin = 83.0 kcal/mol

These are the natural (NBO) partial charges, in e, on atoms 1 to 2: atom 1 (N): -0.8573, atom 2 (C): -0.0958

=====

# 2
A single C5H12N2O molecule. Source: OMol25; level of theory: ωB97M-V with the def2-TZVPD basis set.

Geometry as XYZ:
```
20
Properties=species:S:1:pos:R:3
C 0.57498 2.40842 -0.75002
C 0.34951 1.62428 0.46700
C -0.69896 2.39859 1.26138
N -0.20615 0.26680 0.45016
C 0.27228 -0.94344 -0.07727
O 1.36017 -0.99799 -0.74363
C -0.70216 -2.17216 0.23865
N -0.69049 -3.05600 -0.88532
H -0.34854 2.80401 -1.13843
H 0.97580 1.83504 -1.64824
H 1.30589 3.25298 -0.60418
H 1.29413 1.56158 1.10838
H -1.65739 2.31893 0.76760
H -0.61330 2.24796 2.37476
H -0.43588 3.47489 1.43575
H -0.99228 0.28462 0.98174
H -1.77951 -1.92377 0.48346
H -0.21305 -2.55317 1.22637
H 0.27349 -3.08781 -1.22137
H -1.18813 -2.60111 -1.60920
```

Computed properties:
HOMO-LUMO gap = 10.075 eV
M = 116.16 g mol⁻¹
SMILES string = CC(C)NC(=O)CN
2S+1 = 1
Energy above the lowest of the compared OMol25 structures with the same formula, charge and spin = 46.7 kcal/mol

These are the natural (NBO) partial charges, in e, on atoms 1 to 2: atom 1 (C): -0.6242, atom 2 (C): -0.0631

=====

# 3
A single C5H12N2O molecule. Source: OMol25; level of theory: ωB97M-V with the def2-TZVPD basis set.

Geometry as XYZ:
```
20
Properties=species:S:1:pos:R:3
C -1.60686 -2.35595 -0.90748
N -1.69624 -0.91209 -0.87058
C -1.18383 -0.33363 0.35446
C 0.30655 -0.13500 0.25796
O 1.10374 -1.04006 0.20853
N 0.70175 1.21850 0.11052
C 2.02782 1.37487 -0.45399
C 0.50107 2.04079 1.29488
H -2.15445 -2.83247 -0.08202
H -0.57295 -2.67957 -0.90512
H -2.09901 -2.71116 -1.81973
H -2.61106 -0.55810 -1.09641
H -1.73410 0.55790 0.66479
H -1.46654 -0.96639 1.22423
H 2.21541 0.65251 -1.23225
H 2.09308 2.33524 -0.96757
H 2.83169 1.26344 0.26828
H -0.52490 1.93993 1.65517
H 0.58804 3.09726 1.02382
H 1.18392 1.79855 2.10979
```

Computed properties:
HOMO-LUMO gap = 9.770 eV
M = 116.16 g mol⁻¹
SMILES string = CNCC(=O)N(C)C
2S+1 = 1
Energy above the lowest of the compared OMol25 structures with the same formula, charge and spin = 41.8 kcal/mol

These are the natural (NBO) partial charges, in e, on atoms 1 to 2: atom 1 (C): -0.4133, atom 2 (N): -0.6157

=====

# 4
A gas-phase ion, C5H12N2O (charge +1). Source: OMol25; level of theory: ωB97M-V with the def2-TZVPD basis set.

Geometry as XYZ:
```
20
Properties=species:S:1:pos:R:3
N -1.45527 -1.04675 2.27992
C -0.01855 -0.44822 2.33912
C 0.15548 0.86711 1.55352
N 0.68894 0.85990 0.25235
C 0.86000 -0.36439 -0.55524
C -0.16115 -0.41747 -1.67477
C 0.29956 0.57106 -2.74332
O -0.36596 1.86706 1.99195
H -1.82356 -0.69570 1.45421
H -2.07644 -0.71952 3.10616
H 0.70134 -1.26136 2.14813
H 0.28386 -0.27352 3.44334
H 0.62254 1.75715 -0.30980
H 0.69237 -1.29833 0.05168
H 1.88394 -0.30612 -1.01892
H -0.10620 -1.47758 -2.01793
H -1.15171 -0.20025 -1.27367
H 1.14958 0.18055 -3.35474
H -0.70410 0.69691 -3.27207
H 0.52534 1.70946 -2.39990
```

Computed properties:
HOMO-LUMO gap (alpha / beta) = 10.688 / 5.170 eV
M = 116.16 g mol⁻¹
⟨S²⟩ = 0.776
2S+1 = 2
Total charge = +1
Energy above the lowest of the compared OMol25 structures with the same formula, charge and spin = 52.9 kcal/mol

These are the natural (NBO) partial charges, in e, on atoms 1 to 2: atom 1 (N): -0.7259, atom 2 (C): -0.3615

=====

# 5
A gas-phase ion, C5H12N2O (charge +2). Source: OMol25; level of theory: ωB97M-V with the def2-TZVPD basis set.

Geometry as XYZ:
```
20
Properties=species:S:1:pos:R:3
N 0.41292 -0.87093 -2.93128
C 0.63789 -0.99009 -1.51228
C -0.44341 -0.92100 -0.67325
C -0.53647 -0.79783 0.80964
C -0.49732 0.70400 1.13830
N -0.51281 1.14263 2.62912
C 0.94489 1.31162 0.46163
O 0.66049 1.62032 -0.66737
H -0.01769 -1.77994 -3.44863
H 1.28783 -0.71836 -3.43183
H -0.24597 -0.11139 -3.19667
H 1.64396 -1.10853 -1.22903
H -1.46587 -0.76050 -1.04061
H -1.30421 -1.48386 1.33573
H 0.44579 -1.37597 1.06215
H -1.31335 1.36619 0.68325
H 0.40473 1.50773 2.96730
H -1.42841 1.55589 2.84639
H -0.44685 0.24861 3.15190
H 1.77388 1.46141 1.04554
```

Computed properties:
HOMO-LUMO gap = 10.495 eV
M = 116.16 g mol⁻¹
SMILES string = [NH3+]/C=C/C[C@@H]([NH3+])C=O
2S+1 = 1
Total charge = +2
Energy above the lowest of the compared OMol25 structures with the same formula, charge and spin = 49.7 kcal/mol

These are the natural (NBO) partial charges, in e, on atoms 1 to 2: atom 1 (N): -0.7089, atom 2 (C): -0.0556

=====

# 6
2 unconnected molecules or ions with the total composition C5H12N2O. Source: OMol25; level of theory: ωB97M-V with the def2-TZVPD basis set.

Geometry as XYZ:
```
20
Properties=species:S:1:pos:R:3
O -0.79331 -0.52641 -1.98263
C -0.27099 0.85539 -2.00955
C 0.30545 1.07825 -0.59393
C 1.09102 -0.06294 0.09352
C 0.47126 -0.95774 0.98134
C -0.89753 -0.93400 1.26649
N 1.10597 -2.12561 1.26241
N -0.73975 1.81368 0.27702
H 0.51599 0.87401 -2.81000
H 1.24396 1.66882 -0.62393
H -1.16927 -0.72056 -2.91494
H 2.09728 -0.14186 -0.27922
H -1.70247 -0.46001 0.65558
H -1.39766 -1.51482 2.05821
H 2.11205 -2.21585 1.30003
H 0.60369 -2.79584 1.84757
H 0.11872 0.61479 2.15018
H -0.66477 2.80720 0.55747
H -0.96341 1.61223 -2.18599
H -1.06622 1.13126 0.95038
```

Computed properties:
HOMO-LUMO gap (alpha / beta) = 5.301 / 5.457 eV
M = 116.16 g mol⁻¹
⟨S²⟩ = 1.028
2S+1 = 2
Total charge = +3
Energy above the lowest of the compared OMol25 structures with the same formula, charge and spin = 198.0 kcal/mol

These are the natural (NBO) partial charges, in e, on atoms 1 to 2: atom 1 (O): -0.7260, atom 2 (C): -0.0587

=====

# 7
A single C5H12N2O2 molecule. Source: OMol25; level of theory: ωB97M-V with the def2-TZVPD basis set.

Geometry as XYZ:
```
21
Properties=species:S:1:pos:R:3
C -1.17048 -1.19273 1.13227
C -0.93496 -0.48803 -0.18659
N -1.95059 0.52251 -0.29323
C 0.72392 0.10667 -0.32618
C 0.86256 1.11010 0.85124
C 0.95241 0.62122 -1.72763
N 1.42214 -1.10611 0.01985
O 1.92788 -1.20895 1.10080
O 1.36476 -2.00151 -0.78653
H -0.56080 -0.92395 1.90884
H -2.10426 -1.05226 1.58492
H -1.02317 -2.18641 1.01330
H -1.20496 -1.19793 -1.04954
H -2.12087 1.04397 0.54470
H -1.85409 1.26143 -0.98817
H 0.34592 2.16677 0.74269
H 0.48990 0.83115 1.81226
H 1.86953 1.40647 0.88378
H 0.13780 1.10729 -2.14240
H 1.65726 1.42517 -1.86398
H 1.17009 -0.24487 -2.23041
```

Computed properties:
HOMO-LUMO gap = 10.040 eV
M = 132.16 g mol⁻¹
SMILES string = C[C@@H](N)C(C)(C)[N+](=O)[O-]
2S+1 = 1
Energy above the lowest of the compared OMol25 structures with the same formula, charge and spin = 122.1 kcal/mol

These are the natural (NBO) partial charges, in e, on atoms 1 to 2: atom 1 (C): -0.6495, atom 2 (C): 0.0060

=====

# 8
A single C5H12N2O2 molecule. Source: OMol25; level of theory: ωB97M-V with the def2-TZVPD basis set.

Geometry as XYZ:
```
21
Properties=species:S:1:pos:R:3
C 1.10725 -1.47429 -1.63143
O 0.92104 -1.12739 -0.29385
C -0.31098 -0.16725 0.10047
C -1.42294 -1.10666 0.53453
C -0.74710 0.78605 -0.99617
C 0.38278 0.52217 1.23313
N 1.44425 1.35329 0.87706
N -0.91137 1.34031 1.90837
O -0.70028 2.50436 2.09874
H 0.20919 -1.93741 -2.06534
H 1.39167 -0.60029 -2.23838
H 1.93615 -2.18724 -1.67325
H -1.05328 -1.82956 1.25869
H -2.22284 -0.54062 1.00771
H -1.80593 -1.64143 -0.33197
H 0.04692 1.47428 -1.27682
H -1.04184 0.22782 -1.88277
H -1.60945 1.35790 -0.65729
H 0.60211 -0.20188 2.03367
H 2.35016 0.91230 0.88473
H 1.43447 2.33554 1.11017
```

Computed properties:
HOMO-LUMO gap (alpha / beta) = 8.905 / 8.905 eV
M = 132.16 g mol⁻¹
SMILES string = COC(C)(C)[C@@H](N)N=O
2S+1 = 1
Energy above the lowest of the compared OMol25 structures with the same formula, charge and spin = 103.9 kcal/mol

These are the natural (NBO) partial charges, in e, on atoms 1 to 2: atom 1 (C): -0.2408, atom 2 (O): -0.5928

=====

# 9
2 unconnected molecules or ions with the total composition C5H12N2O2. Source: OMol25; level of theory: ωB97M-V with the def2-TZVPD basis set.

Geometry as XYZ:
```
21
Properties=species:S:1:pos:R:3
C -1.55652 1.96970 0.20436
N -0.87436 0.67395 0.49040
C -1.42813 -0.51900 -0.00714
C -0.53620 -1.74302 0.25190
O -2.51573 -0.53640 -0.57976
H -2.42660 1.70864 -0.51931
H -1.98338 2.37945 1.18008
H -0.81166 2.77725 -0.20310
H 0.07759 0.69919 0.91863
H 0.29901 -1.64123 0.96348
H -0.11650 -1.94883 -0.73830
H -1.07345 -2.61942 0.61968
C 2.10928 1.09359 -0.84996
C 1.61609 -0.16209 -0.17554
N 1.71211 -0.14363 1.19348
O 1.08681 -1.04805 -0.77987
H 2.53683 0.93912 -1.87536
H 2.78849 1.69151 -0.19021
H 1.20350 1.65128 -1.07066
H 1.50416 -1.02315 1.75657
H 2.34190 0.51448 1.70662
```

Computed properties:
HOMO-LUMO gap = 9.465 eV
M = 132.16 g mol⁻¹
SMILES string = CNC(C)=O.CC(N)=O
2S+1 = 1
Energy above the lowest of the compared OMol25 structures with the same formula, charge and spin = 81.2 kcal/mol

These are the natural (NBO) partial charges, in e, on atoms 1 to 2: atom 1 (C): -0.4433, atom 2 (N): -0.6853

=====

# 10
2 unconnected molecules or ions with the total composition C5H12N2O2. Source: OMol25; level of theory: ωB97M-V with the def2-TZVPD basis set.

Geometry as XYZ:
```
21
Properties=species:S:1:pos:R:3
C 2.57796 -0.77693 1.16033
C 2.40211 -1.19919 -0.27087
O 3.24004 -1.11635 -1.12663
O 1.19262 -1.68741 -0.60871
N 0.21249 -1.72541 0.43912
H 1.91850 0.06086 1.37574
H 3.61183 -0.48944 1.32227
H 2.29802 -1.59825 1.81530
H -0.26632 -0.80980 0.39902
H -0.44126 -2.43877 0.12438
C -3.10394 0.24934 0.08300
C -2.02425 1.09917 -0.48144
N -0.81337 0.89630 -0.21622
C 0.21139 1.72184 -0.77908
H -3.62497 -0.26270 -0.72552
H -2.69910 -0.48343 0.77561
H -3.83120 0.87429 0.59889
H -2.35116 1.91225 -1.14542
H 0.77469 2.17467 0.03817
H -0.17913 2.51133 -1.43276
H 0.89504 1.08763 -1.34519
```

Computed properties:
HOMO-LUMO gap = 10.301 eV
M = 132.16 g mol⁻¹
SMILES string = CC(=O)ON.C/C=N/C
2S+1 = 1
Energy above the lowest of the compared OMol25 structures with the same formula, charge and spin = 68.1 kcal/mol

These are the natural (NBO) partial charges, in e, on atoms 1 to 2: atom 1 (C): -0.7399, atom 2 (C): 0.7878

=====

# 11
A molecular structure, C5H12N2O2. Source: OMol25; level of theory: ωB97M-V with the def2-TZVPD basis set.

Geometry as XYZ:
```
21
Properties=species:S:1:pos:R:3
C -0.99752 1.67765 -0.35195
N -0.60997 0.42006 0.31531
C 0.95129 0.37128 0.81229
O -1.46281 0.25730 1.48272
N 1.48117 1.43801 1.27262
H -0.94349 0.68192 2.18948
H 1.30968 2.27831 0.72752
H 1.04293 -0.54503 1.38145
H -1.99061 1.54318 -0.76611
H -0.28996 1.88463 -1.14951
H -0.98942 2.48377 0.37684
C 1.64908 -0.37270 -0.96740
C -0.71471 -2.12310 0.06008
C -0.73312 -0.79452 -0.64552
O -1.23278 -0.60101 -1.72359
H -0.56675 -2.89103 -0.69556
H 0.05599 -2.20627 0.82015
H 1.45467 -1.26289 -1.56578
H 2.63014 -0.48108 -0.50922
H 1.64253 0.51589 -1.59766
H -1.68634 -2.27438 0.53382
```

Computed properties:
HOMO-LUMO gap = 8.316 eV
M = 132.16 g mol⁻¹
2S+1 = 1
Energy above the lowest of the compared OMol25 structures with the same formula, charge and spin = 150.7 kcal/mol

These are the natural (NBO) partial charges, in e, on atoms 1 to 2: atom 1 (C): -0.4340, atom 2 (N): -0.0948

=====

# 12
2 unconnected molecules or ions with the total composition C5H12N2O2. Source: OMol25; level of theory: ωB97M-V with the def2-TZVPD basis set.

Geometry as XYZ:
```
21
Properties=species:S:1:pos:R:3
C -0.98797 1.60542 -1.03270
C -0.88969 0.54324 -0.19365
O -1.89177 0.35125 0.74594
N -0.05780 -0.62106 -0.35525
C 0.68644 -0.68850 -1.61119
C -0.64353 -1.91342 0.00197
H -1.51332 2.48283 -0.68862
H -0.29485 1.73043 -1.84350
H -2.60830 0.97549 0.58290
H 1.35822 0.16516 -1.66658
H 0.03947 -0.68182 -2.49098
H 1.31268 -1.57762 -1.58758
H 0.15206 -2.63753 0.17406
H -1.22068 -1.81522 0.91565
H -1.31182 -2.28331 -0.78078
N 0.89328 0.56359 2.20770
C 1.70079 0.63028 1.10625
O 2.89052 0.44389 1.09024
H 1.34895 0.33060 3.07627
H -0.00209 1.01971 2.03932
H 1.03941 1.37657 0.31051
```

Computed properties:
HOMO-LUMO gap = 9.103 eV
M = 132.16 g mol⁻¹
SMILES string = C=C(O)N(C)C.NC=O
2S+1 = 1
Energy above the lowest of the compared OMol25 structures with the same formula, charge and spin = 67.7 kcal/mol

These are the natural (NBO) partial charges, in e, on atoms 1 to 2: atom 1 (C): -0.6228, atom 2 (C): 0.4972

=====

| no. | total energy (eV) | largest force on an atom (eV/A) |
| --- | --- | --- |
| 1 | -10404.826 | 6.05 |
| 2 | -10406.397 | 4.48 |
| 3 | -10406.611 | 2.03 |
| 4 | -10397.009 | 4.19 |
| 5 | -10387.354 | 7.63 |
| 6 | -10363.031 | 4.43 |
| 7 | -12450.687 | 5.22 |
| 8 | -12451.478 | 3.08 |
| 9 | -12452.461 | 6.21 |
| 10 | -12453.028 | 0.75 |
| 11 | -12449.450 | 1.85 |
| 12 | -12453.047 | 4.48 |